1.
20
Properties=species:S:1:pos:R:3:forces:R:3:mulliken_charge:R:1 method="wB97M-V/def2-TZVPD" smiles="P[PH]#[PH2].C/C=C/C" e_above_lowest_ev=2.377 lumo_ha=0.02785 spin_multiplicity=1 homo_ha=-0.3062
C 2.350889 -0.577705 0.853387 -1.07 -0.20 3.31 -1.08
C 0.362446 0.296231 -2.389056 2.20 0.14 -0.07 -1.28
C 1.689159 0.180392 -0.164601 -3.02 0.59 -2.37 0.06
C 1.080870 -0.443114 -1.214316 0.29 1.43 -0.77 -0.10
P -0.975605 0.735205 2.661671 1.09 0.25 -0.66 -0.14
P -2.518714 0.385362 -0.249181 2.80 1.90 -0.55 -0.10
P -1.973131 -0.805757 1.469164 -1.31 -0.99 1.11 0.00
H 1.511291 -1.057908 1.477872 1.39 0.26 -0.58 0.15
H 3.014744 -1.302897 0.474567 0.72 -0.98 -0.30 0.40
H 2.865608 0.085825 1.559418 0.14 -0.31 -0.15 0.28
H 0.761574 0.081250 -3.413408 0.72 0.03 0.93 0.36
H -0.545460 -0.179574 -2.544495 -2.42 -0.32 0.19 0.32
H 0.316914 1.410490 -2.357147 -0.21 -0.97 0.52 0.30
H 1.369442 1.225163 0.114637 0.79 -0.85 -0.89 0.29
H -0.831949 -1.389986 0.997239 1.03 -0.23 -0.37 0.02
H 1.073051 -1.563163 -1.326142 0.46 1.18 0.17 0.29
H -1.868400 1.224417 3.641382 -0.56 -0.17 -0.50 0.08
H -1.167594 1.671198 1.595753 0.05 0.27 0.77 0.05
H -2.759464 -0.389212 -1.351108 -0.12 -1.23 -0.47 0.05
H -3.755670 0.413783 0.164365 -2.96 0.21 0.69 0.05


2.
27
Properties=species:S:1:pos:R:3:forces:R:3:mulliken_spin:R:1 method="wB97M-V/def2-TZVPD" e_above_lowest_ev=0.399 lumo_ha="0.09297 / 0.09233" total_charge=-1 spin_multiplicity=2 homo_ha="-0.0003 / -0.2844"
O 23.238940 -22.368260 1.761850 0.82 0.43 0.15 0.48
H 22.393270 -22.622170 1.392240 -0.90 -0.09 -0.46 -0.01
H 23.677770 -23.198030 1.949340 -0.01 -0.71 -0.10 -0.03
O 22.605410 -23.928290 -1.476100 0.54 -0.34 0.28 0.14
H 22.308120 -24.345200 -2.284830 -0.16 -0.19 -0.30 -0.07
H 22.234680 -23.046470 -1.510360 -0.24 0.60 0.04 -0.04
O 26.220990 -21.678060 2.068190 0.57 0.26 -0.27 0.07
H 26.473540 -22.386480 2.660300 -0.17 -0.10 0.26 0.00
H 25.289090 -21.822890 1.904430 -0.38 0.11 -0.22 0.05
O 23.505580 -19.490310 2.397200 0.18 0.66 0.11 0.14
H 22.686970 -19.393960 1.910550 -0.18 -0.10 -0.18 -0.03
H 23.541750 -20.419450 2.624440 -0.07 -0.29 -0.02 0.03
O 20.584330 -22.817470 0.522620 1.06 0.29 0.80 -0.21
H 20.498610 -23.289880 -0.305450 -0.12 -0.56 -0.75 0.26
H 19.712140 -22.458300 0.685420 -0.84 0.35 0.06 -0.07
O 20.459460 -22.171830 3.777380 0.20 -0.11 0.49 0.16
H 19.959810 -21.531000 4.283270 -0.25 0.21 0.15 -0.06
H 20.289470 -21.941740 2.863930 -0.10 -0.03 -0.68 -0.03
O 25.403710 -23.788650 3.785450 0.25 -0.16 -0.22 0.05
H 24.933440 -23.707470 4.615200 -0.45 0.28 0.30 0.00
H 25.980610 -24.542360 3.909310 0.12 -0.26 -0.03 -0.02
O 24.171430 -25.040250 0.718490 0.13 -0.31 0.49 0.08
H 24.080040 -24.445270 -0.025750 -0.43 0.25 -0.60 -0.01
H 25.040590 -24.850790 1.071880 0.29 0.02 0.11 -0.01
O 23.161550 -21.976130 4.488710 0.96 0.04 1.03 0.08
H 23.644300 -22.157120 3.682210 -0.20 0.01 -0.21 0.01
H 22.270160 -21.784860 4.197050 -0.61 -0.26 -0.23 0.04


3.
90
Properties=species:S:1:pos:R:3:forces:R:3:mulliken_charge:R:1 method="wB97M-V/def2-TZVPD" e_above_lowest_ev=0.930 lumo_ha=0.04339 total_charge=-1 spin_multiplicity=1 homo_ha=-0.1769
Tl -0.504232 -1.013528 0.819633 0.26 -0.92 -0.37 2.01
Br 3.980668 5.167272 -3.500467 0.05 -0.08 0.05 -0.23
C 4.780668 3.694372 -2.590467 -0.12 0.17 -0.13 0.16
C 5.723968 2.923472 -3.249867 -0.24 0.21 -0.06 -0.51
C 6.302368 1.861672 -2.592267 -0.11 -0.34 0.46 -0.13
C 5.931368 1.543772 -1.275967 -0.99 1.07 -0.39 -0.08
C 4.966868 2.342372 -0.638467 0.32 -0.28 -0.05 0.05
C 4.399668 3.414772 -1.289067 -0.06 0.11 -0.15 -0.66
N 6.672168 0.608272 -0.597267 1.39 -0.59 0.04 -0.64
N 6.301768 -0.164828 0.309133 0.97 -0.22 0.16 -0.49
C 5.033168 -0.510328 0.641033 -1.15 -0.15 0.39 -0.12
C 4.867568 -0.894128 1.982633 0.09 0.27 -0.62 -0.31
C 3.632068 -1.084328 2.541733 -0.39 -0.08 0.13 -1.12
C 2.438668 -0.949828 1.792633 0.34 0.03 0.37 0.56
O 1.297568 -1.049228 2.315133 -0.25 0.10 -0.17 -0.63
C 2.601768 -0.730628 0.359933 0.71 0.03 -0.11 0.22
N 1.499868 -0.767028 -0.392867 -0.58 0.04 -0.07 0.37
C 1.564268 -0.622428 -1.693667 0.07 -0.03 -0.05 0.09
C 2.787168 -0.516828 -2.353867 0.25 0.03 0.14 -1.92
C 3.942468 -0.497628 -1.616067 -0.22 -0.04 -0.15 -0.06
C 3.880268 -0.533828 -0.212267 -0.08 -0.14 0.27 0.27
H 6.000168 3.157772 -4.266667 0.02 0.02 -0.07 0.41
H 7.035168 1.244472 -3.089267 0.17 -0.03 0.01 0.45
H 4.676868 2.119372 0.378033 -0.03 -0.02 0.05 0.37
H 3.653468 4.012372 -0.787867 -0.05 0.09 -0.01 0.47
H 5.761868 -0.955728 2.588033 0.06 -0.03 0.00 0.42
H 3.535068 -1.332428 3.587033 -0.06 -0.01 0.11 0.51
H 0.643168 -0.656828 -2.248967 -0.11 -0.02 0.02 0.47
H 2.816268 -0.480728 -3.430067 -0.03 0.00 -0.14 0.48
H 4.900268 -0.485528 -2.112367 0.01 0.03 -0.02 0.79
C -0.498532 5.789472 6.153333 0.09 -0.03 -0.03 -1.47
C -0.386032 4.839372 4.996933 -0.04 -0.05 0.03 1.10
C -0.498132 3.466372 5.185333 0.04 0.14 -0.03 -0.98
C -0.448532 2.595472 4.109133 0.10 -0.07 -0.01 -0.12
C -0.288232 3.105272 2.835933 -0.23 -0.45 -0.40 -0.16
C -0.140132 4.462972 2.632333 0.08 0.14 -0.08 -0.68
C -0.176832 5.327072 3.710333 0.03 -0.15 -0.05 -0.93
S -0.454232 2.056672 1.382833 -0.07 0.60 0.58 1.55
O -1.338232 2.810772 0.502433 -0.02 0.01 0.32 -0.89
O 0.844768 1.751172 0.835133 -0.04 -0.09 0.19 -0.54
N -1.116832 0.712972 1.949833 0.84 0.82 -0.25 -0.31
C -2.508732 0.787472 2.319533 -0.35 0.04 0.14 -0.96
C -3.353932 0.371472 1.136033 -0.57 0.25 0.04 0.37
O -4.286432 1.240372 0.800933 -0.26 0.32 0.08 -0.57
O -3.159432 -0.642428 0.503233 0.16 -0.22 -0.03 -0.27
H -0.977032 5.307272 7.002933 0.00 0.03 0.08 0.35
H -1.082132 6.665072 5.871633 -0.01 0.05 0.05 0.37
H 0.491168 6.129172 6.461333 0.01 0.06 0.08 0.29
H -0.643032 3.075572 6.182733 -0.03 -0.04 0.08 0.35
H -0.542932 1.530172 4.240733 -0.04 -0.18 0.07 0.54
H -0.019532 4.817372 1.622333 -0.02 0.21 -0.14 0.50
H -0.063532 6.389872 3.551333 -0.03 0.12 -0.02 0.36
H -2.773332 1.806372 2.614333 -0.15 -0.17 0.08 0.62
H -2.666832 0.071272 3.131333 -0.13 0.13 -0.06 0.37
Cl 0.457468 -3.731628 1.325733 0.64 -0.55 -0.05 -0.09
C -1.113732 -4.338728 1.852533 -0.75 0.21 0.32 -0.11
C -1.944132 -3.276228 2.639633 0.29 -0.91 -0.19 0.46
O -2.808832 -3.722628 3.375733 -0.28 -0.29 0.18 -0.77
O -1.683032 -2.058128 2.455333 0.39 0.87 -0.25 -0.63
H -0.960532 -5.213728 2.482133 0.01 0.15 -0.06 0.42
H -1.684032 -4.616628 0.965533 0.08 0.00 0.03 -0.04
N -4.715832 0.691472 -1.772867 -0.29 -0.01 0.02 -0.49
C -3.513332 1.062072 -2.525267 0.29 0.01 -0.24 -0.99
C -2.342432 0.107572 -2.227267 -0.10 0.01 -0.01 -0.03
N -1.392332 0.590072 -1.223167 0.13 0.02 -0.10 -0.13
H -5.528432 1.156272 -2.165067 0.00 -0.16 0.02 0.27
H -4.602732 1.022372 -0.141967 0.15 -0.12 0.18 0.57
H -4.853932 -0.312928 -1.825967 -0.12 0.05 -0.01 0.22
H -3.240632 2.077772 -2.224967 0.05 -0.01 -0.16 0.30
H -3.715332 1.062472 -3.606767 0.05 0.04 0.16 0.42
H -1.805132 -0.091328 -3.157867 0.03 -0.04 0.09 0.58
H -2.745232 -0.842428 -1.867667 0.02 0.00 -0.14 -0.27
H -1.827532 1.278472 -0.610967 0.10 -0.06 -0.28 -0.16
H -0.617132 1.083872 -1.655467 -0.11 0.06 0.04 0.28
O 0.302068 -2.999228 -2.112867 0.18 -0.10 -0.15 -0.75
C -0.840732 -3.056328 -1.684767 -0.13 -0.46 -0.39 -0.33
O -1.350532 -2.467128 -0.685767 -0.24 0.61 0.65 -0.22
C -1.859632 -3.933228 -2.410667 0.04 0.07 0.01 0.37
C -1.443632 -4.741728 -3.462167 -0.08 0.10 0.14 -0.37
C -2.353632 -5.530428 -4.137167 -0.35 -0.20 -0.11 -0.60
C -3.693632 -5.498528 -3.751467 0.98 0.89 0.73 -0.06
C -4.121832 -4.682228 -2.705667 -0.23 -0.29 -0.29 -0.51
C -3.200332 -3.905328 -2.034567 0.22 -0.05 -0.07 -0.18
N -4.653732 -6.309228 -4.441567 -0.56 -0.48 -0.46 1.00
O -5.824532 -6.215728 -4.118067 -0.03 -0.04 -0.02 -0.62
O -4.249232 -7.048328 -5.321067 -0.03 -0.07 -0.06 -0.63
H -0.397732 -4.734928 -3.729567 0.06 0.01 -0.02 0.54
H -2.048332 -6.165228 -4.957067 -0.04 0.00 0.04 0.48
H -5.169532 -4.675828 -2.440267 0.04 -0.01 0.02 0.50
H -3.493932 -3.275428 -1.207867 -0.03 0.04 0.07 0.49


4.
50
Properties=species:S:1:pos:R:3:forces:R:3:mulliken_charge:R:1 method="wB97M-V/def2-TZVPD" smiles="C[C@@H]1CNCCN1c1cc(=O)n(C)c(CCc2ccccc2C(F)(F)F)n1" e_above_lowest_ev=0.883 lumo_ha=0.01902 spin_multiplicity=1 homo_ha=-0.3031
O 0.775161 3.267185 -2.001834 -0.46 -0.89 -1.19 -0.73
F -0.814429 -2.883936 -3.983893 -0.48 0.09 -0.01 -0.23
F 0.093078 -4.739777 -3.346429 0.22 0.36 -0.68 -0.26
F 0.873826 -3.592075 -5.099944 -0.22 -0.52 0.86 -0.29
N -0.923004 0.506258 0.261212 -0.65 -0.43 -0.85 -0.08
C 0.199404 2.391043 -1.348839 2.02 1.95 -0.80 0.16
C -0.807846 0.258843 -1.024014 0.46 0.69 1.33 -0.10
C 0.027849 2.661885 0.016078 -0.60 -1.12 1.17 -0.42
C -0.528777 1.715218 0.799555 0.62 -0.72 -0.41 0.12
C 3.626766 -2.229711 -2.355067 0.73 0.26 0.79 -0.50
C 3.285022 -1.778454 -1.083023 -1.82 0.05 0.11 -0.85
C 2.692127 -2.727787 -3.230386 -1.70 -0.30 -0.56 -0.92
C 1.906980 -1.800079 -0.728570 0.70 0.37 -0.31 -0.32
C 1.302305 -2.749317 -2.901159 1.56 -0.03 0.64 0.29
C 0.915906 -2.251397 -1.622085 -0.20 -0.59 -0.49 0.81
N -0.155729 1.140342 -1.869892 -1.02 -0.57 0.34 0.26
N -0.495083 1.439098 5.047274 0.18 0.44 -0.56 -0.38
N -0.612986 1.854237 2.169402 -0.41 0.08 1.19 0.21
C 0.359231 -3.505883 -3.843072 0.73 0.78 0.45 0.87
C -0.113859 0.927976 -3.313796 0.50 0.40 -0.73 -1.10
C -1.385835 -1.058285 -1.509757 -0.11 0.86 -1.03 -0.94
C -0.538031 -2.284578 -1.143545 0.17 0.04 0.79 -1.20
C 0.511930 2.328695 4.394961 -1.22 -0.87 -0.40 -0.85
C 0.711658 2.010305 2.880450 -1.09 0.45 0.64 -0.35
C -3.096986 1.171558 2.283063 0.37 0.24 0.49 -1.55
C -1.781875 1.490423 4.314383 1.06 -0.52 0.26 -1.08
C -1.674418 1.038219 2.847494 0.37 0.16 0.32 0.61
H 0.446587 3.551365 0.438022 -0.09 0.47 -0.21 0.63
H 4.674699 -2.211598 -2.619285 0.02 -0.07 -0.24 0.39
H 4.019395 -1.387133 -0.369087 -0.27 -0.27 -0.43 0.39
H 3.002244 -3.117810 -4.206619 -0.09 0.19 0.47 0.44
H 1.593968 -1.411406 0.257177 0.14 -0.33 -0.62 0.35
H -0.146713 0.480195 5.067371 -0.11 0.24 -0.07 0.31
H 0.255394 -0.045551 -3.590479 0.11 -0.56 0.38 0.30
H -1.112451 1.016430 -3.742778 0.05 0.27 -0.04 0.39
H 0.594383 1.617789 -3.814882 -0.67 0.02 0.72 0.34
H -2.396793 -1.122966 -1.081160 0.43 -0.15 0.10 0.40
H -1.546308 -0.982456 -2.603287 0.21 -0.28 0.54 0.55
H -1.076574 -3.166441 -1.507282 0.28 0.07 0.07 0.52
H -0.504523 -2.349416 -0.030901 -0.12 0.02 -0.74 0.45
H 0.164209 3.345936 4.572469 -0.05 0.12 -0.33 0.32
H 1.445730 2.230847 4.924290 0.43 -0.13 0.08 0.42
H 1.341066 1.114397 2.807467 -0.22 -0.19 -0.18 0.19
H 1.258697 2.834751 2.415702 -0.12 -0.15 -0.03 0.34
H -3.310358 2.232676 2.243437 -0.32 0.27 -0.18 0.39
H -3.222594 0.731037 1.318113 0.05 -0.17 -0.68 0.27
H -3.839070 0.695299 2.953348 0.55 0.22 -0.15 0.41
H -2.143851 2.532540 4.371710 0.00 -0.42 -0.11 0.34
H -2.496034 0.815854 4.817621 0.23 0.41 -0.09 0.44
H -1.353485 -0.004352 2.770464 -0.13 -0.22 0.37 0.22


For each record above, in turn, the calculated electronic energy values are -1184.141564 -687.941534 -6169.379859 -1331.692589 Ha.